(1)
A single C3H5NO2 molecule, computed with ωB97M-V with the def2-TZVPD basis set.

SMILES: CC(=O)NC=O
ΔE to the lowest compared entry with this formula, charge and spin in kJ/mol: 10.79
Net charge: 0
LUMO level in eV: 0.70
E in hartree: -322.57022
Kohn-Sham gap in eV: 11.13

Last column: Löwdin charge in e.
Geometry (Å):
C  -1.3803  -0.4872  0.2327  0.012
C  -0.3547  0.4967  0.7279  -0.476
O  -0.5443  1.2221  1.6787  0.079
N  0.8581  0.6396  0.0250  0.120
C  1.4784  -0.1823  -0.8956  -0.308
O  1.0608  -1.2297  -1.3291  0.040
H  -1.7459  -1.0592  1.0907  0.095
H  -1.0000  -1.1546  -0.5369  0.062
H  -2.2253  0.0930  -0.1573  0.097
H  1.4013  1.4217  0.3693  0.144
H  2.4520  0.2399  -1.2055  0.135

(2)
A molecular structure, C10H29AsCl3O4PdSi3, computed with ωB97M-V with the def2-TZVPD basis set.

ΔE to the lowest compared entry with this formula, charge and spin in kJ/mol: 153.74
Net charge: +1
LUMO level (alpha / beta) in eV: -5.60 / -5.48
E in hartree: -5311.64679
Kohn-Sham gap (alpha / beta) in eV: 7.04 / 7.08

Last column: Löwdin charge in e.
Geometry (Å):
Pd  -0.1304  -0.4216  0.2007  0.379
Cl  2.2636  0.2186  -0.0992  0.631
C  2.0310  1.9621  -0.0093  -0.861
Cl  0.2590  2.1996  0.0803  0.655
H  2.4434  2.4172  -0.9078  0.055
H  2.5114  2.3331  0.8936  0.053
O  -1.6964  -0.4676  -1.4337  -0.441
Cl  -2.5811  -0.0562  -0.3632  0.592
O  -3.8992  -0.2903  -0.7435  -0.240
O  -2.2625  -0.8676  0.7891  -0.440
O  -2.3213  1.2849  -0.0471  -0.365
C  3.0658  -3.1011  1.5489  -0.213
Si  2.1954  -3.7878  -0.0111  0.416
C  2.3406  -5.6950  -0.0025  -0.179
C  3.0528  -3.0890  -1.5738  -0.210
As  -0.0927  -2.8664  0.0332  0.905
Si  -1.2505  -3.6449  2.0341  0.430
C  -3.1446  -3.4804  2.0611  -0.180
C  -0.7549  -5.4932  2.1945  -0.197
C  -0.3924  -2.5237  3.3245  -0.210
Si  -1.2431  -3.5670  -1.9965  0.429
C  -0.7792  -5.4233  -2.1439  -0.197
C  -3.1283  -3.3809  -1.8802  -0.171
C  -0.3799  -2.5277  -3.3427  -0.196
H  4.1263  -3.3300  1.5300  0.039
H  2.6629  -3.5387  2.4575  0.018
H  2.9691  -2.0206  1.6192  -0.007
H  3.3908  -5.9699  -0.0059  0.043
H  1.8875  -6.1575  -0.8717  0.014
H  1.8963  -6.1444  0.8781  0.013
H  4.1190  -3.2948  -1.5485  0.040
H  2.9320  -2.0105  -1.6481  -0.015
H  2.6628  -3.5388  -2.4830  0.019
H  -3.6155  -3.9528  1.2042  0.018
H  -3.4324  -2.4342  2.0557  0.018
H  -3.5561  -3.9421  2.9549  0.042
H  -0.9592  -6.0378  1.2762  0.016
H  -1.3193  -5.9717  2.9876  0.037
H  0.2985  -5.6087  2.4281  0.012
H  -0.5348  -1.4798  3.0308  0.011
H  0.6758  -2.7225  3.3803  0.009
H  -0.8013  -2.6452  4.3225  0.037
H  -0.9837  -5.9637  -1.2228  0.016
H  0.2711  -5.5534  -2.3869  0.012
H  -1.3568  -5.8912  -2.9332  0.038
H  -3.5483  -3.9578  -1.0606  0.021
H  -3.5951  -3.7375  -2.7942  0.045
H  -3.4321  -2.3470  -1.7492  0.002
H  0.6892  -2.7260  -3.3853  0.010
H  -0.5272  -1.4706  -3.1326  0.009
H  -0.7944  -2.7314  -4.3254  0.040

(3)
A molecular structure, C4H11NO2, computed with ωB97M-V with the def2-TZVPD basis set.

ΔE to the lowest compared entry with this formula, charge and spin in kJ/mol: 457.47
Net charge: 0
LUMO level in eV: 0.68
E in hartree: -364.09393
Kohn-Sham gap in eV: 8.47

Last column: Löwdin charge in e.
Geometry (Å):
C  1.0648  -0.3068  0.3679  -0.326
C  1.6268  -0.9300  -0.8827  -0.065
O  0.7883  -1.1681  1.4430  -0.042
H  0.6412  -2.0662  1.1183  0.097
H  1.6792  0.5072  0.7465  0.133
H  -0.2990  -0.0949  -0.1572  0.104
H  2.6351  -1.3205  -0.7159  0.083
H  1.0026  -1.7600  -1.2319  0.083
H  1.6712  -0.1739  -1.6695  0.089
C  -1.8153  -0.0102  -0.6959  0.007
C  -0.4430  1.1779  0.0239  -0.649
N  -0.9120  1.4880  1.3022  0.120
O  -0.0099  1.9766  -0.7835  0.014
H  -0.4467  2.3090  1.6660  0.104
H  -0.9161  0.7170  1.9589  0.093
H  -2.4969  0.8195  -0.8543  0.054
H  -1.5244  -0.4485  -1.6499  0.053
H  -2.2460  -0.7160  0.0142  0.049

(4)
2 unconnected molecules or ions with the total composition C5H14O, computed with ωB97M-V with the def2-TZVPD basis set.

SMILES: CCC.CCO
ΔE to the lowest compared entry with this formula, charge and spin in kJ/mol: 132.93
Net charge: 0
LUMO level in eV: 1.02
E in hartree: -274.09143
Kohn-Sham gap in eV: 11.16

Last column: Löwdin charge in e.
Geometry (Å):
C  1.7477  2.3852  -0.4631  -0.128
C  0.6911  1.2795  -0.2270  -0.312
C  1.0331  0.5341  1.0828  -0.136
H  1.5000  2.8162  -1.4175  0.057
H  2.7423  1.9048  -0.4944  0.073
H  1.7870  3.1425  0.3154  0.073
H  -0.2743  1.8233  -0.1222  0.102
H  0.4530  0.5710  -1.0675  0.101
H  0.3662  0.8875  1.8677  0.069
H  1.0284  -0.5949  1.0978  0.066
H  2.0855  0.7632  1.3584  0.071
C  -1.0105  -2.4736  -0.4754  -0.095
C  -2.0110  -1.3690  -0.4767  -0.242
O  -2.0356  -0.6691  0.8922  -0.142
H  -0.7294  -2.8348  -1.4531  0.077
H  -1.3212  -3.2938  0.1404  0.076
H  -0.0908  -2.0462  -0.0965  0.052
H  -1.6959  -0.5244  -1.1136  0.091
H  -3.1511  -1.5565  -0.5085  0.138
H  -1.1145  -0.7450  1.1610  0.007